*w*
# C8H12

The ion C8H12 with charge -1 (ωB97M-V/def2-TZVPD, the OMol25 dataset).

Structure (XYZ):
```
20
C8H12 | the OMol25 dataset | ωB97M-V/def2-TZVPD
C 1.05 1.74 0.72
C 1.19 0.34 1.29
C 2.43 -0.06 1.57
C -0.11 -0.36 1.49
C -0.96 -0.48 0.22
C -0.42 -0.56 -1.05
C -1.12 -0.69 -2.28
C -2.48 -0.88 -2.43
H 0.00 1.97 0.61
H 1.47 2.44 1.45
H 1.60 1.86 -0.21
H 2.72 -1.07 1.85
H 3.29 0.58 1.49
H 0.00 -1.34 1.98
H -0.65 0.35 2.13
H -2.03 -0.55 0.40
H 0.66 -0.54 -1.11
H -0.51 -0.63 -3.18
H -3.15 -1.02 -1.58
H -2.98 -1.10 -3.37
```

Multiplicity   2
Lowest unoccupied orbital energy (alpha / beta)   0.1412 / 0.1404 Ha
HOMO level (alpha / beta)   0.08 / -2.56 eV
Charge   -1

Mulliken population analysis, charges in e, atoms 1 to 4: -1.40, 0.73, -1.04, -0.80

*x*
# C8H12

The ion C8H12 with charge -1 (ωB97M-V/def2-TZVPD, the OMol25 dataset).

Structure (XYZ):
```
20
C8H12 | the OMol25 dataset | ωB97M-V/def2-TZVPD
C 0.97 1.07 2.60
C 0.09 0.23 1.66
C 1.09 -0.49 0.58
C 2.18 -1.26 0.88
C -0.87 -0.12 -0.96
C 0.47 -0.46 -0.77
C -2.59 0.56 -2.52
C -1.41 0.13 -2.19
H 0.55 2.06 3.17
H 1.57 0.60 3.55
H 1.78 1.55 2.08
H -0.34 0.89 0.97
H -0.74 -0.37 2.18
H 2.83 -2.01 0.27
H 2.50 -1.15 1.95
H -1.61 -0.21 -0.11
H 0.94 -0.87 -1.71
H -3.12 0.54 -3.48
H -3.26 0.94 -1.73
H -0.62 0.09 -2.91
```

Multiplicity   2
Lowest unoccupied orbital energy (alpha / beta)   0.1465 / 0.1454 Ha
HOMO level (alpha / beta)   -0.52 / -2.72 eV
Charge   -1

Mulliken population analysis, charges in e, atoms 1 to 4: -1.13, -0.35, 0.40, -0.88

The most stable arrangement is *w*, and the next structure is 130.8 kJ/mol less stable.

*w*
# C3H4P2

A cluster of 2 separate species, C3H4P2 in total (ωB97M-V/def2-TZVPD, the OMol25 dataset).

Structure (XYZ):
```
9
C3H4P2 | the OMol25 dataset | ωB97M-V/def2-TZVPD
C 1.30 0.66 0.47
C 0.41 -0.33 0.38
C -0.90 -0.08 -0.12
P -2.48 -0.83 -0.01
P -2.16 1.17 -0.16
H 2.30 0.42 0.87
H 1.17 1.68 0.03
H 0.77 -1.41 0.30
H -0.42 -1.28 -1.76
```

Lowest unoccupied orbital energy (alpha / beta)   -0.0449 / -0.0394 Ha
HOMO level (alpha / beta)   -7.11 / -8.60 eV

Mulliken population analysis, charges in e, atoms 1 to 4: -0.70, 0.07, -0.12, 0.04

*x*
# C3H4P2

The molecule C3H4P2 (ωB97M-V/def2-TZVPD, the OMol25 dataset).

Structure (XYZ):
```
9
C3H4P2 | the OMol25 dataset | ωB97M-V/def2-TZVPD
P -0.24 0.96 1.37
C 0.01 0.49 -0.41
C 0.99 -0.57 -0.73
P 0.27 -1.64 -1.81
C -0.78 -0.75 -0.75
H 0.93 1.78 1.47
H 0.20 -0.27 1.91
H -0.11 1.13 -1.27
H -1.28 -1.14 0.22
```

Lowest unoccupied orbital energy   -0.0111 Ha
SMILES   P[C@H]1C2=P[C@@H]21
HOMO level   -8.54 eV

Mulliken population analysis, charges in e, atoms 1 to 4: -0.11, 0.00, -0.26, -0.02

The most stable arrangement is *x*, and the next structure is 71.0 kJ/mol less stable.

*w*
# F2O3S

A cluster of 2 separate species, F2O3S in total (ωB97M-V/def2-TZVPD, the OMol25 dataset).

Structure (XYZ):
```
6
F2O3S | the OMol25 dataset | ωB97M-V/def2-TZVPD
O -1.35 -0.60 0.62
O -0.14 -1.38 -1.42
O 0.80 1.54 0.14
F -0.34 2.26 0.16
F 1.19 -1.14 0.67
S -0.17 -0.68 -0.17
```

Lowest unoccupied orbital energy (alpha / beta)   -0.1408 / -0.1408 Ha
HOMO level (alpha / beta)   -11.70 / -11.69 eV

Mulliken population analysis, charges in e, atoms 1 to 4: -0.34, -0.37, -0.21, -0.04

*x*
# F2O3S

The molecule F2O3S (ωB97M-V/def2-TZVPD, the OMol25 dataset).

Structure (XYZ):
```
6
F2O3S | the OMol25 dataset | ωB97M-V/def2-TZVPD
O -1.40 -0.97 0.31
S -0.51 0.09 0.09
O -0.39 1.29 0.86
F -0.91 0.34 -1.41
O 1.11 -0.75 -0.22
F 2.10 0.00 0.38
```

Lowest unoccupied orbital energy   -0.0272 Ha
SMILES   O=S(=O)(F)OF
HOMO level   -12.76 eV

Mulliken population analysis, charges in e, atoms 1 to 4: -0.44, 1.23, -0.42, -0.17

The most stable arrangement is *x*, and the next structure is 210.3 kJ/mol less stable.

*w*
# C3H7NO3S

The molecule C3H7NO3S (ωB97M-V/def2-TZVPD, the OMol25 dataset).

Structure (XYZ):
```
15
C3H7NO3S | the OMol25 dataset | ωB97M-V/def2-TZVPD
C 2.18 -0.94 0.09
C 0.97 -0.19 -0.38
O -0.13 -0.94 -0.09
C -0.02 0.26 0.62
S -1.35 1.29 0.04
N -2.56 0.20 -0.37
O -1.78 2.11 1.13
O -0.83 1.84 -1.17
H 1.92 -1.34 1.02
H 3.17 -0.58 0.20
H 2.32 -1.66 -0.62
H 0.91 0.45 -1.28
H 0.13 0.37 1.64
H -2.42 -0.37 -1.18
H -2.52 -0.49 0.36
```

Lowest unoccupied orbital energy   0.0238 Ha
SMILES   C[C@H]1O[C@@H]1S(N)(=O)=O
HOMO level   -10.76 eV

Mulliken population analysis, charges in e, atoms 1 to 4: -1.43, 0.32, -0.42, -0.37

*x*
# C3H7NO3S

A structure of composition C3H7NO3S (ωB97M-V/def2-TZVPD, the OMol25 dataset).

Structure (XYZ):
```
15
C3H7NO3S | the OMol25 dataset | ωB97M-V/def2-TZVPD
C 1.50 0.75 0.25
C 1.58 -0.71 0.71
C -0.34 -0.38 -0.46
N 0.52 0.69 -0.81
O -2.05 1.47 0.31
O -2.82 -0.98 -0.28
O 0.42 -1.37 0.15
S -1.83 0.01 0.64
H 1.05 1.51 0.90
H 2.53 1.20 -0.20
H 2.48 -1.33 0.41
H 1.59 -0.92 1.71
H -1.05 -0.95 -1.50
H -3.52 -0.40 -0.66
H -0.06 1.42 -1.15
```

Lowest unoccupied orbital energy   0.0300 Ha
HOMO level   -8.68 eV

Mulliken population analysis, charges in e, atoms 1 to 4: -0.32, -0.40, 0.07, -0.35

The most stable arrangement is *w*, and the next structure is 48.2 kJ/mol less stable.

*w*
# C3H9OS

A cluster of 2 separate species, C3H9OS in total (ωB97M-V/def2-TZVPD, the OMol25 dataset).

Structure (XYZ):
```
14
C3H9OS | the OMol25 dataset | ωB97M-V/def2-TZVPD
C 0.91 2.23 -1.41
O 1.22 1.36 -0.34
H 0.11 2.94 -1.13
H 0.44 1.66 -2.22
H 1.82 2.77 -1.67
C -0.73 -2.15 0.36
C -0.45 -0.99 1.33
S -1.50 0.50 0.99
H -1.72 -2.59 0.49
H -0.46 -1.90 -0.67
H -0.09 -3.03 0.57
H 0.59 -0.77 1.10
H -0.53 -1.27 2.38
H 0.38 1.24 0.20
```

Lowest unoccupied orbital energy   0.1497 Ha
HOMO level   -2.67 eV
Charge   -1

Mulliken population analysis, charges in e, atoms 1 to 4: -0.53, -0.45, 0.25, 0.20

*x*
# C3H9OS

A cluster of 2 separate species, C3H9OS in total (ωB97M-V/def2-TZVPD, the OMol25 dataset).

Structure (XYZ):
```
14
C3H9OS | the OMol25 dataset | ωB97M-V/def2-TZVPD
C 0.61 -1.90 1.58
S -1.04 -2.36 0.97
H 1.34 -2.26 0.85
H 0.69 -0.83 1.80
H 0.94 -2.29 2.57
C -0.36 0.65 -1.32
O -1.46 0.25 -0.52
C 0.18 1.97 -0.69
H 0.34 -0.21 -1.43
H -0.80 0.86 -2.29
H -1.41 -0.69 -0.11
H 0.86 1.84 0.15
H 0.85 2.60 -1.35
H -0.75 2.36 -0.21
```

Lowest unoccupied orbital energy   0.1481 Ha
HOMO level   -2.65 eV
Charge   -1

Mulliken population analysis, charges in e, atoms 1 to 4: -0.75, -0.69, 0.18, 0.18

The most stable arrangement is *w*, and the next structure is 28.2 kJ/mol less stable.

*w*
# C14H18N2O6

The molecule C14H18N2O6 (ωB97M-V/def2-TZVPD, the OMol25 dataset).

Structure (XYZ):
```
40
C14H18N2O6 | the OMol25 dataset | ωB97M-V/def2-TZVPD
N -0.45 -0.42 -1.22
C 0.24 -0.85 0.09
C 1.58 -1.51 -0.01
C 2.88 -0.80 -0.27
C 4.02 -1.48 0.20
C 5.17 -0.80 0.12
C 5.31 0.48 -0.45
O 6.48 1.17 -0.28
C 4.18 1.14 -1.00
C 3.03 0.49 -0.88
C 0.33 0.34 1.21
O 1.25 0.48 2.01
N -0.91 0.91 1.37
C -2.12 0.92 0.45
C -3.51 0.75 1.08
C -4.43 -0.36 0.91
C -4.60 -0.97 -0.43
O -3.70 -1.23 -1.15
O -5.93 -1.17 -0.69
C -2.18 2.22 -0.51
O -2.59 3.31 -0.14
O -1.93 1.83 -1.72
H -0.34 -1.23 -2.02
H 0.05 0.25 -1.74
H -0.50 -1.62 0.55
H 1.61 -1.97 0.92
H 1.51 -2.32 -0.76
H 3.83 -2.45 0.76
H 6.08 -1.03 0.59
H 6.74 1.03 0.66
H 4.28 2.00 -1.57
H 2.15 1.04 -1.13
H -0.96 1.13 2.37
H -1.89 0.29 -0.35
H -3.44 0.91 2.23
H -4.07 1.71 0.85
H -5.39 -0.08 1.38
H -4.23 -1.25 1.60
H -5.86 -1.76 -1.40
H -1.69 0.91 -1.62
```

Lowest unoccupied orbital energy   0.0107 Ha
SMILES   N[C@@H](Cc1ccc(O)cc1)C(=O)N[C@@H](CCC(=O)O)C(=O)O
HOMO level   -8.31 eV

Mulliken population analysis, charges in e, atoms 1 to 4: -0.73, -0.05, -1.41, 0.91

*x*
# C14H18N2O6

The molecule C14H18N2O6 (ωB97M-V/def2-TZVPD, the OMol25 dataset).

Structure (XYZ):
```
40
C14H18N2O6 | the OMol25 dataset | ωB97M-V/def2-TZVPD
N 1.79 0.97 1.83
C 0.33 1.23 1.64
C -0.21 2.41 2.39
C 0.31 2.56 3.82
C 0.03 1.39 4.66
O -0.76 0.52 4.41
O 0.71 1.37 5.85
C 0.07 1.36 0.16
O -0.15 2.48 -0.35
N 0.19 0.22 -0.60
C 0.60 -1.16 -0.20
C -0.47 -2.18 -0.66
C -0.86 -1.82 -2.04
C -2.05 -1.06 -2.28
C -2.50 -0.65 -3.49
C -1.67 -0.96 -4.61
O -2.11 -0.59 -5.89
C -0.57 -1.73 -4.45
C -0.17 -2.15 -3.15
C 2.10 -1.46 -0.57
O 2.48 -2.43 -1.21
O 2.95 -0.59 -0.08
H 1.88 0.40 2.68
H 2.26 1.90 1.84
H -0.15 0.33 2.09
H -1.31 2.32 2.52
H 0.22 3.14 1.81
H 1.39 2.71 3.93
H -0.13 3.44 4.32
H 0.46 0.54 6.30
H 0.20 0.46 -1.59
H 0.70 -1.10 0.91
H -1.39 -2.18 -0.09
H 0.05 -3.17 -0.64
H -2.71 -0.84 -1.40
H -3.30 0.05 -3.50
H -1.54 -1.02 -6.53
H 0.03 -2.01 -5.36
H 0.77 -2.74 -3.05
H 2.54 0.05 0.58
```

Lowest unoccupied orbital energy   0.0064 Ha
SMILES   N[C@@H](CCC(=O)O)C(=O)N[C@@H](Cc1ccc(O)cc1)C(=O)O
HOMO level   -8.64 eV

Mulliken population analysis, charges in e, atoms 1 to 4: -0.54, 0.10, -0.85, -0.76

The most stable arrangement is *x*, and the next structure is 311.2 kJ/mol less stable.

*w*
# C6H4F2OS

The molecule C6H4F2OS (ωB97M-V/def2-TZVPD, the OMol25 dataset).

Structure (XYZ):
```
14
C6H4F2OS | the OMol25 dataset | ωB97M-V/def2-TZVPD
O -0.23 -1.46 1.90
C 0.05 -0.86 0.72
C 1.32 -0.21 0.66
C 1.40 0.75 -0.27
C 0.33 1.29 -1.09
C -0.89 0.79 -0.96
F -2.04 1.40 -1.49
C -1.09 -0.40 -0.14
F -2.32 -0.58 0.52
S -0.47 -2.00 -0.80
H -1.20 -1.63 1.80
H 2.20 -0.62 1.08
H 2.37 1.41 -0.27
H 0.58 2.13 -1.66
```

Lowest unoccupied orbital energy   -0.0117 Ha
SMILES   O[C@]12C=CC=C(F)[C@@]1(F)S2
HOMO level   -9.16 eV

Mulliken population analysis, charges in e, atoms 1 to 4: -0.54, 0.25, -0.72, -0.12

*x*
# C6H4F2OS

A cluster of 2 separate species, C6H4F2OS in total (ωB97M-V/def2-TZVPD, the OMol25 dataset).

Structure (XYZ):
```
14
C6H4F2OS | the OMol25 dataset | ωB97M-V/def2-TZVPD
F 1.39 -1.93 -0.36
C 0.77 -0.80 0.20
C -0.25 -0.97 1.18
C -1.00 0.14 1.49
C -0.74 1.40 0.87
C 0.23 1.49 -0.18
F 0.30 2.49 -0.93
C 1.06 0.36 -0.41
H -0.34 -2.06 1.21
H -1.81 -0.11 2.15
H -1.30 2.21 1.22
H 1.88 -0.01 -1.26
O 3.53 0.06 1.20
S 4.50 0.91 0.41
```

Lowest unoccupied orbital energy (alpha / beta)   -0.0630 / -0.0636 Ha
SMILES   Fc1cccc(F)c1.O=S
HOMO level (alpha / beta)   -9.10 / -9.10 eV

Mulliken population analysis, charges in e, atoms 1 to 4: -0.32, 0.66, -0.63, -0.41

The most stable arrangement is *w*, and the next structure is 145.1 kJ/mol less stable.

*w*
# C2H5P

The molecule C2H5P (ωB97M-V/def2-TZVPD, the OMol25 dataset).

Structure (XYZ):
```
8
C2H5P | the OMol25 dataset | ωB97M-V/def2-TZVPD
C 1.28 -0.21 1.20
P 0.84 0.58 -0.79
C -0.93 0.15 -0.89
H 2.18 -0.15 1.71
H 0.40 -0.75 1.42
H -1.45 1.14 -0.84
H -1.26 -0.31 -1.77
H -1.06 -0.44 -0.04
```

Lowest unoccupied orbital energy (alpha / beta)   -0.0167 / 0.0026 Ha
SMILES   C=PC
HOMO level (alpha / beta)   -8.90 / -8.26 eV

Mulliken population analysis, charges in e, atoms 1 to 4: -0.68, 0.11, -0.79, 0.35

*x*
# C2H5P

A cluster of 2 separate species, C2H5P in total (ωB97M-V/def2-TZVPD, the OMol25 dataset).

Structure (XYZ):
```
8
C2H5P | the OMol25 dataset | ωB97M-V/def2-TZVPD
C -0.32 -0.34 0.55
C 0.64 -0.06 -0.56
P -0.64 1.21 -0.16
H -0.94 -1.18 0.77
H 0.62 -0.08 2.08
H 1.68 0.24 -0.24
H 0.77 -0.83 -1.32
H -1.80 1.05 -1.12
```

Lowest unoccupied orbital energy   0.0094 Ha
HOMO level   -8.94 eV

Mulliken population analysis, charges in e, atoms 1 to 4: -0.44, -0.44, -0.10, 0.35

*y*
# C2H5P

The molecule C2H5P (ωB97M-V/def2-TZVPD, the OMol25 dataset).

Structure (XYZ):
```
8
C2H5P | the OMol25 dataset | ωB97M-V/def2-TZVPD
C -0.14 -0.72 -0.18
C -0.20 0.76 -0.29
P 1.46 0.05 0.09
H -0.63 -1.29 0.63
H -0.26 -1.41 -1.16
H -0.42 1.09 -1.36
H -0.86 1.31 0.51
H 1.04 0.21 1.76
```

Lowest unoccupied orbital energy   0.0298 Ha
SMILES   C1CP1
HOMO level   -9.79 eV

Mulliken population analysis, charges in e, atoms 1 to 4: -0.37, -0.57, -0.08, 0.25

The most stable arrangement is *y*, and the next structure is 167.4 kJ/mol less stable.